Record 1
Below is a structure of composition C3H5MgNaO3, with properties calculated with ωB97M-V/def2-TZVPD.

Results
net charge	+1
E_HOMO (alpha / beta)	-10.3 / -13.0	eV
gap between HOMO and LUMO (alpha / beta)	6.41 / 8.87	eV
spin multiplicity	2
energy relative to the best compared isomer or geometry (same formula, charge and spin)	0.0000	eV

Atoms and positions in Å:
Na (-0.34275, 0.91409, 2.24011)
C (0.32772, 1.30972, -4.10545)
H (0.96356, 0.62149, -2.47673)
H (-1.56224, 1.35250, -3.10329)
C (-0.87891, 0.73632, -3.69300)
H (0.37318, 2.40160, -4.16106)
O (0.29847, -0.60889, 0.35151)
H (0.82917, 0.82899, -4.95102)
H (-1.19344, -0.20079, -4.15868)
O (0.33097, -0.13445, -1.76786)
C (0.02284, 0.28317, -0.52693)
O (-0.36414, 1.41299, -0.24391)
Mg (0.79161, -2.22807, -0.81352)

Atomic forces in eV per Å
Na 0.1 -0.1 -0.7
C -2.8 -0.5 -1.1
H -3.0 -2.1 1.9
H 0.1 -0.6 0.0
C 2.0 2.0 -2.0
H 0.4 -0.3 0.9
O -0.4 -1.2 0.8
H 0.2 -0.1 0.6
H 0.1 0.0 0.8
O 2.5 1.0 -2.0
C 1.0 1.6 1.0
O -0.2 -0.3 -0.2
Mg -0.1 0.6 0.0



Record 2
Below is a structure of composition C10H18F12N5O10S4, with properties calculated with ωB97M-V/def2-TZVPD.

Results
net charge	-1
E_HOMO	-7.3	eV
gap between HOMO and LUMO	9.12	eV
energy relative to the best compared isomer or geometry (same formula, charge and spin)	2.5948	eV

Atoms and positions in Å:
H (1.54446, 1.10243, 1.21620)
O (-2.53309, 1.03248, -4.88081)
S (-3.94142, 1.26862, -1.97832)
N (-0.88358, 0.22390, -0.76818)
F (-0.35700, -0.84714, -4.04224)
C (1.34589, 2.55367, -2.74102)
C (-2.71859, -1.83313, 2.88728)
O (-3.48343, 2.22669, -0.97774)
H (3.58856, 1.34271, 1.28860)
C (-1.57192, -1.40652, -4.17635)
H (-3.20341, -2.35532, 2.06244)
N (-2.67523, 0.18817, -2.44750)
O (1.16484, -2.37596, -1.45101)
C (1.28361, 1.77750, 2.03128)
H (5.75560, 1.24747, 2.48857)
C (-1.25831, -1.54381, 2.60486)
F (0.08687, 2.35362, -3.20940)
F (2.07111, -1.13012, 1.23559)
O (-4.64731, 1.83125, -3.08337)
H (-3.27025, -0.94377, 3.19195)
C (-5.07449, -0.02824, -1.02110)
S (-2.92603, -0.07798, -3.99973)
H (-1.01534, -0.50729, -0.08401)
N (3.71682, 1.83003, 2.16391)
H (-2.89044, -2.50345, 3.72944)
H (-1.54836, 0.07952, -1.51473)
O (1.99850, 0.24276, -3.87859)
H (5.11074, 2.17171, 3.75543)
F (-4.30436, -0.97377, -0.44776)
H (0.07260, 0.20698, -1.09305)
S (2.27769, 0.84713, -2.60787)
F (-1.71073, -1.98177, -5.37173)
F (3.40996, -2.61610, 0.33205)
O (-1.00987, -0.66559, 1.77973)
F (3.96189, -0.52397, 0.29125)
C (2.98961, -1.39431, 0.28264)
C (5.04176, 2.04995, 2.67445)
C (-0.45423, -2.97885, 4.44932)
F (1.26896, 3.13984, -1.53296)
F (-1.70349, -2.35887, -3.25633)
H (0.48641, -3.24678, 4.93048)
O (3.65221, 1.21511, -2.22148)
H (5.41937, 2.94051, 2.17205)
H (-0.96420, -3.90321, 4.17806)
H (-0.99014, -2.47290, 5.25239)
C (2.56235, 2.32553, 2.69538)
O (-4.20083, -0.75417, -4.28865)
F (-6.02198, -0.50008, -1.80155)
F (2.06845, 3.40699, -3.56208)
H (0.86945, 2.68336, 1.58860)
H (0.57274, -1.71803, 3.13919)
F (-5.73075, 0.71933, -0.07449)
H (-0.99575, 1.13044, -0.33726)
S (2.19390, -1.33922, -1.46204)
N (1.50159, 0.21356, -1.55540)
O (2.45601, 3.00930, 3.73652)
H (0.64907, 1.32499, 2.79331)
O (3.31615, -1.60762, -2.36497)
N (-0.35253, -2.09743, 3.28070)

Atomic forces in eV per Å
H -0.4 -0.1 0.2
O -0.4 -1.9 1.3
S 1.7 -0.4 1.2
N 0.3 0.1 2.2
F -0.9 -0.5 -0.3
C 0.8 -0.5 -0.4
C -0.4 -1.1 0.8
O -0.1 -1.8 -0.5
H 0.4 0.1 0.2
C -0.3 0.7 0.0
H 0.1 0.5 -0.3
N -3.8 2.3 -0.5
O 0.6 1.8 0.6
C 1.4 1.1 -0.3
H -0.4 -0.3 -0.5
C -4.5 2.8 -2.1
F 1.4 0.5 0.3
F 0.9 -0.3 -0.1
O -0.5 -0.5 0.1
H 0.3 0.3 -0.6
C 0.3 2.4 0.1
S -0.1 -0.3 -2.8
H 0.0 0.0 0.7
N -0.9 -0.3 0.3
H 0.3 -0.2 0.1
H -0.6 0.2 -1.0
O 0.7 0.5 -0.4
H -0.7 0.3 -0.1
F -1.1 0.6 -0.4
H 0.5 -0.2 -0.5
S 4.5 6.4 -6.2
F 0.3 0.3 0.0
F 0.8 -1.1 1.1
O 0.3 0.0 -0.4
F 0.8 0.3 0.8
C -2.5 0.8 -2.7
C 0.7 0.7 -0.2
C -0.8 0.1 0.2
F -0.2 -0.1 -0.3
F 0.0 0.0 0.2
H 0.3 0.2 -0.8
O -1.9 -0.3 -0.6
H 0.5 0.1 0.3
H 0.0 0.0 0.1
H -0.4 -0.1 -0.1
C -0.8 -0.4 2.2
O 1.8 0.6 0.5
F 0.5 -0.7 0.0
F -1.4 -1.3 1.0
H -0.7 -0.2 0.1
H 0.0 0.0 -0.3
F 0.9 -1.0 -0.2
H -0.5 0.2 0.3
S -0.3 -2.3 -0.5
N -0.5 -5.5 5.2
O 0.9 -0.9 -1.9
H 0.0 0.2 -0.3
O -1.4 0.8 1.7
N 4.8 -2.6 3.5



Record 3
Below is a cluster of 2 separate species, C2H4ClO4S in total, with properties calculated with ωB97M-V/def2-TZVPD.

Results
net charge	-1
E_HOMO	-5.4	eV
gap between HOMO and LUMO	9.02	eV
energy relative to the best compared isomer or geometry (same formula, charge and spin)	0.7565	eV

Atoms and positions in Å:
Cl (0.16189, -2.97010, -1.73404)
O (0.89398, -1.36465, 0.26142)
H (-0.05146, 2.50567, 0.42803)
H (-0.71599, 0.99844, -0.40629)
H (-0.52719, -0.41825, 1.06944)
C (0.05669, 1.37417, 0.26191)
O (-0.55098, 0.75073, 2.63030)
H (1.02893, 1.04650, -0.09772)
S (0.21452, -1.14696, -0.98891)
O (-1.16289, -0.86332, -0.89118)
C (-0.37986, 0.57057, 1.43638)
O (1.03238, -0.48282, -1.96934)

Atomic forces in eV per Å
Cl -0.1 -2.8 -1.1
O 0.6 -0.2 0.3
H 0.5 -1.5 -0.3
H 0.3 0.9 -0.6
H -0.8 -0.6 0.5
C -1.0 2.9 1.4
O 0.2 1.4 -0.5
H 0.0 0.3 0.1
S 3.0 -1.0 -0.5
O -2.4 0.8 -0.3
C 0.2 -1.1 1.3
O -0.4 0.9 -0.3



Record 4
Below is a structure of composition C19H33AsINO2PdSi3, with properties calculated with ωB97M-V/def2-TZVPD.

Results
net charge	+2
E_HOMO (alpha / beta)	-14.5 / -14.4	eV
gap between HOMO and LUMO (alpha / beta)	8.72 / 4.25	eV
spin multiplicity	5
energy relative to the best compared isomer or geometry (same formula, charge and spin)	1.1409	eV

Atoms and positions in Å:
H (0.05158, 2.47086, -4.08482)
H (-3.65882, -2.69244, 3.39338)
H (4.03268, 2.36376, 0.07868)
C (3.45678, -1.50914, 0.17258)
H (3.75208, 0.23446, -2.62102)
C (3.16118, 1.04206, -3.04522)
H (-0.42112, 4.04076, 1.43588)
H (2.92728, 2.02526, 3.22188)
H (4.14218, 4.00716, 0.68218)
H (0.08068, -0.80164, -3.85782)
H (0.15488, -2.43354, -0.35092)
C (-4.13342, -3.17054, 1.33248)
H (0.78438, 3.40036, -2.80232)
O (-1.16182, 0.27616, 2.69178)
C (2.01168, 2.57166, 3.00778)
I (-2.98972, 2.66026, 0.02398)
H (4.05548, -2.27724, 0.65118)
H (0.11158, 4.21756, -0.24372)
C (0.27038, 2.46556, -3.01912)
Si (1.32898, 0.95096, -2.54942)
C (-2.76782, -1.34724, 2.00058)
H (0.69498, -3.46404, 0.96498)
H (1.15738, 1.97246, 3.32618)
H (3.62178, 1.98326, -2.75972)
H (0.72878, 5.28696, 1.00068)
C (-4.48732, -3.47284, -1.11912)
C (0.48598, -0.73714, -2.85312)
Si (1.87488, 3.07296, 1.18248)
C (-3.19302, -1.60184, -0.26322)
H (-4.73112, -4.04134, 1.55598)
H (2.90588, -0.39564, 3.26098)
Si (1.83118, -1.23094, 1.13668)
H (3.24558, 0.96556, -4.12622)
H (1.14158, -0.36504, 3.39488)
H (2.01128, -1.87164, 3.52978)
H (3.28558, 3.69656, -0.80862)
H (3.26918, -1.83764, -0.84652)
H (-0.68712, 2.47686, -2.49512)
C (3.48508, 3.29996, 0.18458)
H (-2.48572, -0.19924, -1.72792)
C (1.99138, -0.92114, 3.00278)
H (-0.33772, -0.89194, -2.15372)
H (-3.52742, -1.42394, -3.62892)
H (-4.75162, -3.51494, -3.22752)
H (1.18798, -1.55924, -2.74052)
C (-3.95922, -2.77964, -0.01042)
C (-3.55792, -2.45194, 2.34758)
As (1.05528, 0.89756, -0.00502)
H (2.02118, 3.46316, 3.63258)
H (-5.02912, -4.38904, -0.94802)
H (-0.46272, -2.19654, 1.28658)
C (-1.97482, -0.59824, 3.11678)
C (0.43778, 4.25776, 0.79658)
C (-4.32772, -2.98734, -2.38862)
C (-3.04402, -1.12304, -1.57712)
O (-2.14452, -0.93964, 4.26088)
C (-3.61912, -1.79614, -2.62042)
N (-2.60282, -0.96164, 0.76648)
Pd (-1.17752, 0.92936, 0.59268)
H (4.05578, -0.60134, 0.13638)
C (0.42298, -2.44424, 0.70528)

Atomic forces in eV per Å
H 0.0 -0.1 -0.2
H 0.0 -0.1 0.1
H 0.0 -0.1 0.1
C -0.8 0.3 0.3
H 0.0 -0.1 0.1
C -0.7 0.0 0.4
H 0.1 -0.1 0.1
H 0.1 -0.1 -0.1
H 0.1 0.2 0.2
H -0.1 0.1 -0.3
H 0.1 0.1 0.0
C 0.0 0.0 0.2
H 0.1 0.0 0.1
O 1.5 2.2 -1.1
C 0.0 0.2 -0.8
I -0.3 0.2 0.0
H 0.1 -0.2 0.2
H 0.2 -0.1 0.0
C 0.4 -0.5 0.3
Si -0.2 -0.3 0.1
C 0.3 0.2 1.1
H 0.2 -0.1 0.1
H 0.0 0.0 -0.1
H 0.0 0.2 0.1
H 0.1 0.1 0.1
C -0.1 0.1 -0.2
C 0.3 0.8 0.1
Si -0.3 -0.2 0.0
C -0.4 -0.5 -0.3
H -0.1 -0.1 0.0
H 0.1 0.1 -0.1
Si -0.1 -0.7 0.0
H -0.1 0.0 -0.2
H -0.1 0.0 -0.1
H 0.0 -0.3 -0.1
H -0.1 0.0 -0.1
H -0.1 0.0 -0.1
H 0.0 -0.1 0.0
C -0.8 -0.2 0.3
H -0.1 -0.1 -0.1
C -0.1 0.1 -0.8
H 0.0 0.0 0.0
H 0.0 0.1 -0.1
H -0.1 -0.1 -0.1
H 0.2 -0.1 0.1
C 0.5 0.6 -0.2
C 0.0 0.1 -0.3
As 1.9 0.3 -0.8
H 0.0 0.2 0.0
H -0.1 -0.1 0.0
H 0.0 0.0 0.0
C -2.3 -2.3 -0.3
C 0.5 -0.3 0.1
C -0.1 -0.2 0.2
C 0.0 0.2 -0.1
O 0.5 0.4 -0.1
C 0.1 0.1 0.2
N 0.7 1.5 -0.2
Pd -1.5 -1.8 1.8
H 0.1 0.1 0.0
C 0.5 0.6 0.2



Record 5
Below is an isolated molecule of CH3F3N2S, with properties calculated with ωB97M-V/def2-TZVPD.

Results
net charge	0
E_HOMO	-8.7	eV
gap between HOMO and LUMO	8.86	eV
energy relative to the best compared isomer or geometry (same formula, charge and spin)	0.9014	eV

Atoms and positions in Å:
C (-1.44341, 0.06650, -0.00213)
N (1.42582, -1.56811, 0.08606)
H (1.39329, 0.79075, 1.01459)
S (0.36495, -0.11321, -0.73947)
N (0.98370, 1.14678, 0.15605)
F (-1.49086, 0.72526, 1.14865)
F (-2.02848, -1.11716, 0.15565)
H (1.23939, -2.35063, -0.52748)
H (1.67878, 1.66103, -0.37269)
F (-2.12318, 0.75878, -0.91923)

Atomic forces in eV per Å
C 0.6 -0.2 -0.2
N -2.2 3.7 -0.9
H 0.0 -0.1 0.0
S 1.5 -3.0 2.4
N 0.1 0.1 -0.2
F 0.2 -0.2 -0.2
F 0.3 0.1 -0.1
H -0.3 -0.3 -0.6
H -0.1 -0.1 0.0
F -0.1 0.1 0.0



For the records above, the corresponding largest force on an atom values read 4.1, 9.9, 3.3, 3.3, 4.5 eV Å⁻¹.